No. 1
A molecular structure, C5H15N5 at a distorted geometry. Source: the OMol25 dataset; level of theory: ωB97M-V/def2-TZVPD.

Geometry (Å):
C (1.584, 0.028, -0.235)
C (-0.340, 2.345, 1.111)
C (-0.792, -1.588, -1.959)
C (-1.935, -1.474, 0.422)
C (-0.396, 0.307, -0.367)
N (2.352, 0.873, 1.906)
N (2.043, 0.131, 0.900)
N (-0.833, 1.043, 0.684)
N (1.902, -0.717, -1.329)
N (-0.990, -0.888, -0.617)
H (-0.425, 2.414, 2.212)
H (0.641, 2.451, 0.654)
H (-0.979, 3.139, 0.565)
H (-1.732, -2.138, -2.018)
H (-0.635, -1.038, -2.843)
H (0.056, -2.257, -1.912)
H (-2.874, -0.940, 0.436)
H (-2.065, -2.479, 0.082)
H (-1.492, -1.294, 1.416)
H (-0.110, 0.865, -1.260)
H (2.333, 1.877, 1.938)
H (-1.701, 0.556, 1.060)
H (1.172, -0.654, -2.019)
H (2.873, -0.825, -1.576)
H (2.343, 0.266, 2.748)

Computed properties:
Kohn-Sham gap (alpha / beta)	7.7343 / 7.7371	eV
highest occupied orbital energy (alpha / beta)	-0.646 / -0.646	hartree
net charge	+2



No. 2
3 unconnected molecules or ions with the total composition CH8N2O2 at a distorted geometry. Source: the OMol25 dataset; level of theory: ωB97M-V/def2-TZVPD.

Geometry (Å):
H (2.510, -1.357, -4.224)
N (2.526, -0.972, -3.293)
C (1.624, -1.321, -2.471)
N (1.743, -0.814, -1.191)
H (0.768, -1.986, -2.587)
H (2.344, -0.047, -0.967)
H (0.890, -0.840, -0.646)
O (-3.486, 0.930, 4.709)
H (-3.761, 1.500, 5.427)
H (-3.500, 0.059, 5.144)
O (-0.327, 1.286, -0.196)
H (-0.102, 2.150, 0.173)
H (-1.229, 1.411, 0.121)

Computed properties:
structure (SMILES)	[H]/N=C/N.O.O
Kohn-Sham gap	9.3890	eV
highest occupied orbital energy	-0.322	hartree



Asked for E_tot across the records above, the calculation gives -12857.4961 -8241.4011 eV in order.
Asked for energy relative to the best compared isomer or geometry (same formula, charge and spin) across the records above, the calculation gives 55.69 19.72 kcal per mole in order.